1.
{
  "formula": "C17H14ClN2O5V",
  "method": "wB97M-V/def2-TZVPD",
  "gap_ev": [4.54, 4.51],
  "total_energy_ev": -69266.3424,
  "e_homo_ev": [-14.781, -14.780],
  "total_charge": 2,
  "mol_weight_g_mol": 412.70,
  "species": ["V", "C", "O", "C", "C", "C", "C", "C", "C", "N", "N", "C", "O", "C", "C", "C", "C", "C", "C", "C", "O", "H", "H", "H", "H", "H", "H", "H", "H", "H", "H", "H", "H", "Cl", "C", "C", "O", "O", "H", "H"],
  "positions_angstrom": [[0.59, 0.51, 0.54], [4.69, -0.09, 1.03], [4.84, -1.29, 0.27], [3.81, -1.96, -0.23], [4.14, -3.22, -0.78], [3.20, -4.05, -1.35], [1.87, -3.67, -1.39], [1.50, -2.43, -0.86], [0.16, -2.02, -0.93], [-0.33, -0.88, -0.48], [-1.63, -0.62, -0.84], [-1.87, 0.63, -0.64], [-0.82, 1.34, -0.12], [-3.11, 1.32, -0.92], [-3.20, 2.70, -0.75], [-4.39, 3.34, -1.02], [-5.49, 2.60, -1.45], [-5.40, 1.22, -1.61], [-4.21, 0.57, -1.35], [2.48, -1.58, -0.29], [2.01, -0.41, 0.22], [5.69, 0.16, 1.37], [4.05, -0.26, 1.90], [4.31, 0.72, 0.41], [5.18, -3.51, -0.74], [3.50, -5.01, -1.76], [1.11, -4.32, -1.82], [-0.56, -2.66, -1.44], [-2.34, 3.27, -0.43], [-4.47, 4.41, -0.91], [-6.42, 3.11, -1.66], [-6.26, 0.66, -1.94], [-4.13, -0.50, -1.47], [1.38, 2.56, 1.66], [0.33, 2.32, 3.13], [-0.10, 0.88, 3.28], [-0.62, 0.45, 4.24], [0.14, 0.09, 2.15], [-0.54, 2.96, 3.00], [0.91, 2.64, 3.99]],
  "lowdin_charge": [1.088, -0.013, -0.010, -0.186, 0.101, 0.005, 0.040, -0.115, 0.077, -0.068, 0.151, -0.290, -0.141, -0.157, -0.004, -0.038, -0.017, -0.032, 0.006, -0.143, -0.133, 0.115, 0.103, 0.096, 0.153, 0.136, 0.141, 0.168, 0.117, 0.121, 0.125, 0.123, 0.123, 0.797, -0.300, -0.507, 0.261, -0.134, 0.121, 0.120]
}



2.
{
  "formula": "C17H14IrN2O3S",
  "method": "wB97M-V/def2-TZVPD",
  "gap_ev": [4.95, 6.06],
  "total_energy_ev": -40648.7976,
  "e_homo_ev": [-2.001, -4.630],
  "multiplicity": 5,
  "total_charge": -1,
  "mol_weight_g_mol": 518.59,
  "e_above_lowest_ev": 0.000,
  "species": ["Ir", "C", "O", "C", "C", "C", "C", "C", "C", "N", "N", "C", "O", "C", "C", "C", "C", "C", "C", "C", "O", "H", "H", "H", "H", "H", "H", "H", "H", "H", "H", "H", "H", "S", "C", "C", "H", "H"],
  "positions_angstrom": [[0.21, 0.38, 0.08], [-0.62, 3.20, 3.10], [-1.71, 2.53, 3.71], [-2.04, 1.22, 3.44], [-3.11, 0.77, 4.20], [-3.59, -0.53, 4.04], [-3.02, -1.37, 3.10], [-1.94, -0.94, 2.29], [-1.45, -1.83, 1.31], [-0.52, -1.51, 0.38], [-0.23, -2.42, -0.59], [0.55, -1.90, -1.48], [1.02, -0.64, -1.39], [1.02, -2.69, -2.63], [2.01, -2.18, -3.47], [2.47, -2.92, -4.55], [1.94, -4.17, -4.81], [0.96, -4.69, -3.98], [0.50, -3.95, -2.90], [-1.42, 0.38, 2.51], [-0.29, 0.81, 1.89], [-0.62, 4.20, 3.55], [-0.74, 3.29, 2.02], [0.33, 2.72, 3.31], [-3.55, 1.45, 4.92], [-4.41, -0.88, 4.64], [-3.40, -2.37, 2.96], [-1.89, -2.82, 1.23], [2.41, -1.19, -3.26], [3.23, -2.50, -5.20], [2.30, -4.75, -5.66], [0.54, -5.67, -4.18], [-0.27, -4.34, -2.24], [-2.05, 0.75, -2.23], [-1.37, 1.05, -0.85], [1.39, 1.97, -0.24], [2.03, 2.06, -1.12], [1.41, 2.83, 0.42]],
  "lowdin_charge": [1.401, -0.083, -0.089, -0.222, -0.047, -0.125, -0.083, -0.179, -0.109, -0.237, 0.074, -0.456, -0.276, -0.151, -0.031, -0.100, -0.118, -0.103, -0.039, -0.241, -0.301, 0.084, 0.083, 0.087, 0.101, 0.090, 0.096, 0.103, 0.108, 0.094, 0.089, 0.093, 0.103, 0.581, -0.837, -0.241, -0.057, -0.062]
}



3.
{
  "formula": "C17H14N2O",
  "method": "wB97M-V/def2-TZVPD",
  "smiles": "O=C1CN[C@H](c2ccccc2)c2cccc3ccn1c23",
  "gap_ev": 8.95,
  "total_energy_ev": -22883.6621,
  "e_homo_ev": -8.263,
  "mol_weight_g_mol": 262.31,
  "e_above_lowest_ev": 0.904,
  "species": ["O", "C", "C", "N", "C", "C", "C", "C", "C", "C", "C", "C", "C", "C", "C", "C", "C", "C", "N", "C", "H", "H", "H", "H", "H", "H", "H", "H", "H", "H", "H", "H", "H", "H"],
  "positions_angstrom": [[-1.31, -2.34, -3.50], [-1.05, -1.49, -2.61], [-0.09, -0.36, -2.94], [0.83, 0.06, -1.85], [0.39, 0.87, -0.72], [1.58, 1.00, 0.18], [2.24, -0.14, 0.63], [3.37, 0.01, 1.48], [3.84, 1.28, 1.89], [3.21, 2.42, 1.37], [2.10, 2.26, 0.53], [-0.81, 0.36, 0.10], [-1.15, 1.02, 1.32], [-2.21, 0.57, 2.16], [-2.94, -0.55, 1.81], [-2.63, -1.20, 0.62], [-3.20, -2.42, 0.10], [-2.60, -2.66, -1.09], [-1.67, -1.63, -1.36], [-1.64, -0.75, -0.23], [-0.65, 0.52, -3.24], [0.49, -0.67, -3.85], [1.72, 0.36, -2.21], [0.15, 1.87, -1.13], [1.87, -1.14, 0.39], [3.85, -0.88, 1.83], [4.69, 1.38, 2.58], [3.56, 3.38, 1.67], [1.57, 3.16, 0.18], [-0.60, 1.91, 1.54], [-2.36, 1.16, 3.07], [-3.80, -0.80, 2.46], [-3.87, -3.09, 0.61], [-2.85, -3.47, -1.80]],
  "lowdin_charge": [0.038, -0.332, -0.085, -0.017, -0.269, -0.226, -0.014, -0.063, -0.086, -0.079, -0.038, -0.053, -0.014, -0.076, -0.037, -0.196, -0.008, -0.025, 0.052, -0.074, 0.122, 0.141, 0.115, 0.147, 0.119, 0.084, 0.104, 0.089, 0.111, 0.099, 0.104, 0.121, 0.110, 0.137]
}



4.
{
  "formula": "C17H14N2O4",
  "method": "wB97M-V/def2-TZVPD",
  "smiles": "COc1ccc2oc(=O)c(C(=O)NCc3ccccn3)cc2c1",
  "gap_ev": 8.16,
  "total_energy_ev": -29026.9101,
  "e_homo_ev": -8.537,
  "mol_weight_g_mol": 310.31,
  "e_above_lowest_ev": 0.801,
  "species": ["C", "O", "C", "C", "C", "C", "O", "C", "O", "C", "C", "O", "N", "C", "C", "C", "C", "C", "C", "N", "C", "C", "C", "H", "H", "H", "H", "H", "H", "H", "H", "H", "H", "H", "H", "H", "H"],
  "positions_angstrom": [[3.18, -0.96, -5.86], [2.27, -2.00, -5.58], [1.48, -1.88, -4.48], [0.59, -2.95, -4.26], [-0.27, -2.95, -3.19], [-0.26, -1.88, -2.30], [-1.11, -1.90, -1.25], [-1.19, -0.91, -0.32], [-2.00, -1.04, 0.56], [-0.28, 0.22, -0.49], [-0.24, 1.39, 0.45], [0.53, 2.32, 0.26], [-1.11, 1.35, 1.47], [-1.13, 2.36, 2.49], [-1.19, 1.76, 3.87], [-1.02, 2.55, 5.00], [-1.11, 1.95, 6.25], [-1.36, 0.59, 6.32], [-1.52, -0.11, 5.14], [-1.44, 0.46, 3.95], [0.58, 0.25, -1.54], [0.63, -0.81, -2.50], [1.50, -0.82, -3.60], [3.70, -1.27, -6.77], [2.67, -0.01, -6.04], [3.91, -0.84, -5.06], [0.59, -3.76, -4.97], [-0.96, -3.76, -3.02], [-1.66, 0.51, 1.64], [-0.23, 2.97, 2.38], [-2.00, 3.02, 2.35], [-0.83, 3.61, 4.90], [-0.98, 2.54, 7.15], [-1.44, 0.09, 7.27], [-1.72, -1.17, 5.13], [1.25, 1.10, -1.64], [2.16, 0.02, -3.72]],
  "lowdin_charge": [-0.082, -0.081, -0.272, 0.021, 0.024, -0.187, 0.142, -0.380, 0.110, -0.007, -0.444, 0.046, 0.084, -0.110, -0.259, -0.026, -0.070, -0.069, -0.134, 0.112, 0.088, -0.130, 0.045, 0.094, 0.097, 0.097, 0.123, 0.126, 0.103, 0.127, 0.137, 0.113, 0.105, 0.099, 0.107, 0.136, 0.115]
}